Run A
{"formula": "H24NeO12", "method": "ωB97M-V with the def2-TZVPD basis set", "species": ["Ne", "O", "H", "H", "O", "H", "H", "O", "H", "H", "O", "H", "H", "O", "H", "H", "O", "H", "H", "O", "H", "H", "O", "H", "H", "O", "H", "H", "O", "H", "H", "O", "H", "H", "O", "H", "H"], "xyz": [[0.162, 0.234, -0.262], [0.240, 0.685, -3.000], [0.178, -0.225, -2.711], [-0.201, 0.697, -3.850], [-1.226, -1.614, -1.746], [-0.480, -1.885, -1.211], [-1.934, -1.476, -1.116], [1.407, -2.451, -1.215], [2.123, -1.846, -1.018], [1.623, -2.806, -2.077], [1.308, 0.187, 2.451], [1.750, 0.482, 1.655], [1.835, 0.543, 3.165], [-3.071, -2.045, 0.569], [-2.424, -1.747, 1.208], [-3.826, -1.473, 0.706], [-0.611, 2.814, -1.050], [0.070, 3.414, -0.744], [-0.159, 2.228, -1.657], [0.139, -3.594, 1.627], [0.417, -3.015, 0.918], [0.156, -4.470, 1.242], [-1.151, 2.894, 2.811], [-1.799, 3.208, 3.442], [-1.666, 2.626, 2.050], [-2.286, 1.536, 0.770], [-1.810, 0.877, 1.275], [-1.740, 1.687, -0.002], [-1.334, -0.804, 2.239], [-0.430, -0.502, 2.326], [-1.487, -1.332, 3.023], [2.766, 0.929, 0.181], [3.283, 0.125, 0.129], [2.651, 1.200, -0.730], [2.864, 1.625, -2.972], [2.322, 2.400, -3.124], [2.337, 0.896, -3.300]], "lowdin_charge": [0.0846, -0.0481, 0.0124, 0.0708, -0.0614, -0.0261, 0.0079, -0.0217, 0.0428, 0.0658, -0.0404, -0.0180, 0.0598, -0.0527, -0.0263, 0.0452, -0.0366, 0.0567, -0.0085, -0.0455, -0.0059, 0.0364, -0.0686, 0.0258, -0.0304, -0.0543, -0.0078, -0.0057, -0.0495, 0.0036, 0.0749, -0.0378, 0.0508, 0.0140, -0.0520, 0.0375, 0.0081], "e_lumo_ev": -0.34, "mol_weight_g_mol": 236.36, "gap_ev": 10.050}


Run B
{"formula": "H24NeO12", "method": "ωB97M-V with the def2-TZVPD basis set", "species": ["Ne", "O", "H", "H", "O", "H", "H", "O", "H", "H", "O", "H", "H", "O", "H", "H", "O", "H", "H", "O", "H", "H", "O", "H", "H", "O", "H", "H", "O", "H", "H", "O", "H", "H", "O", "H", "H"], "xyz": [[0.239, 1.884, 5.812], [-0.632, 1.707, 2.555], [-0.689, 2.313, 1.816], [-0.494, 2.270, 3.317], [0.018, -1.593, 7.222], [0.140, -1.740, 6.284], [0.898, -1.414, 7.553], [1.589, -0.056, 3.404], [1.155, 0.581, 2.837], [0.877, -0.597, 3.746], [-1.166, 4.635, 6.113], [-0.804, 4.057, 6.785], [-1.988, 4.219, 5.856], [-1.281, 2.521, 8.111], [-0.462, 2.132, 8.419], [-1.861, 1.774, 7.963], [-3.393, 1.383, 3.026], [-2.437, 1.419, 2.985], [-3.617, 1.863, 3.823], [1.062, 1.356, 9.034], [1.038, 0.402, 8.961], [0.905, 1.530, 9.962], [3.148, 1.640, 5.018], [4.024, 1.257, 5.062], [2.605, 0.954, 4.629], [2.668, 3.449, 3.118], [2.596, 4.346, 3.446], [2.808, 2.917, 3.901], [-1.639, 5.322, 3.439], [-2.225, 4.624, 3.144], [-1.431, 5.093, 4.345], [2.738, 3.183, 7.732], [2.122, 2.674, 8.260], [2.781, 2.715, 6.898], [-3.266, 2.843, 5.478], [-3.106, 2.065, 6.012], [-3.988, 3.292, 5.918]], "lowdin_charge": [0.0561, -0.0292, 0.0780, 0.0443, -0.0397, 0.0289, 0.0236, -0.0356, 0.0213, 0.0446, -0.0600, 0.0049, -0.0167, -0.0469, -0.0177, 0.0380, -0.0656, -0.0330, -0.0225, -0.0222, 0.0597, 0.0850, -0.0468, 0.0750, 0.0005, -0.0653, 0.0328, -0.0427, -0.0486, 0.0157, -0.0297, -0.0583, -0.0293, -0.0157, -0.0238, 0.0595, 0.0817], "e_lumo_ev": -0.57, "mol_weight_g_mol": 236.36, "gap_ev": 10.176}


How do the energies compare? Relative to the most stable structure, in kcal/mol: run A 0.0; run B 12.3.


Run A
{"formula": "C24H56N8O8", "method": "ωB97M-V with the def2-TZVPD basis set", "species": ["C", "C", "O", "N", "C", "H", "H", "H", "H", "H", "H", "H", "C", "C", "O", "N", "C", "H", "H", "H", "H", "H", "H", "H", "C", "C", "O", "N", "C", "H", "H", "H", "H", "H", "H", "H", "C", "C", "O", "N", "C", "H", "H", "H", "H", "H", "H", "H", "C", "C", "O", "N", "C", "H", "H", "H", "H", "H", "H", "H", "C", "C", "O", "N", "C", "H", "H", "H", "H", "H", "H", "H", "C", "C", "O", "N", "C", "H", "H", "H", "H", "H", "H", "H", "C", "C", "O", "N", "C", "H", "H", "H", "H", "H", "H", "H"], "xyz": [[-26.192, 28.843, -24.940], [-26.998, 30.120, -24.875], [-26.690, 30.949, -24.082], [-28.114, 30.031, -25.670], [-29.119, 31.071, -25.854], [-25.449, 28.905, -24.144], [-25.711, 28.745, -25.913], [-26.719, 27.892, -24.876], [-28.118, 29.414, -26.469], [-30.184, 30.873, -25.728], [-29.089, 31.202, -26.936], [-28.687, 31.858, -25.235], [-23.387, 23.776, -23.769], [-22.951, 25.113, -24.399], [-23.371, 25.469, -25.473], [-22.102, 25.959, -23.753], [-21.548, 27.207, -24.326], [-24.339, 23.308, -24.020], [-23.396, 23.863, -22.683], [-22.590, 23.089, -24.055], [-21.775, 25.727, -22.826], [-20.614, 27.366, -23.787], [-22.177, 28.084, -24.173], [-21.354, 27.068, -25.390], [-29.092, 27.977, -18.575], [-28.990, 26.967, -19.701], [-27.912, 26.917, -20.306], [-29.989, 26.116, -20.031], [-31.189, 25.730, -19.303], [-28.861, 28.991, -18.903], [-28.442, 27.707, -17.743], [-30.156, 28.132, -18.399], [-29.732, 25.565, -20.838], [-32.046, 25.500, -19.937], [-31.596, 26.300, -18.468], [-31.122, 24.700, -18.954], [-18.933, 34.637, -19.742], [-19.218, 33.103, -19.475], [-19.282, 32.320, -20.424], [-19.349, 32.745, -18.205], [-19.464, 31.340, -17.776], [-19.510, 34.911, -20.626], [-17.893, 34.962, -19.727], [-19.373, 35.361, -19.056], [-19.738, 33.355, -17.500], [-20.526, 31.132, -17.645], [-18.893, 31.194, -16.859], [-19.138, 30.744, -18.629], [-20.957, 32.525, -23.582], [-20.171, 31.257, -23.741], [-20.440, 30.448, -24.613], [-19.165, 31.123, -22.911], [-18.088, 30.103, -23.028], [-21.554, 32.245, -22.714], [-21.698, 32.884, -24.297], [-20.341, 33.354, -23.233], [-19.118, 31.583, -22.013], [-18.305, 29.289, -22.337], [-17.084, 30.434, -22.762], [-18.013, 29.557, -23.968], [-26.253, 23.817, -19.443], [-26.928, 23.135, -20.563], [-26.880, 21.868, -20.744], [-27.584, 23.946, -21.482], [-28.353, 23.547, -22.671], [-27.004, 24.321, -18.836], [-25.495, 24.448, -19.907], [-25.857, 23.028, -18.804], [-27.556, 24.940, -21.305], [-28.272, 22.483, -22.896], [-27.981, 24.038, -23.570], [-29.384, 23.846, -22.478], [-24.492, 27.218, -21.168], [-23.094, 27.462, -20.772], [-22.238, 26.535, -20.673], [-22.762, 28.642, -20.447], [-21.385, 29.007, -20.044], [-25.055, 26.909, -20.287], [-24.563, 26.500, -21.984], [-24.916, 28.116, -21.616], [-23.422, 29.371, -20.680], [-21.030, 28.307, -19.288], [-21.313, 30.031, -19.678], [-20.753, 28.939, -20.929], [-18.357, 26.334, -15.618], [-19.330, 26.112, -16.775], [-20.449, 26.631, -16.672], [-18.721, 25.662, -17.938], [-19.356, 25.803, -19.207], [-18.997, 26.155, -14.754], [-18.103, 27.386, -15.740], [-17.587, 25.572, -15.494], [-17.733, 25.479, -17.836], [-20.342, 26.245, -19.069], [-19.622, 24.866, -19.698], [-18.890, 26.403, -19.989]], "lowdin_charge": [-0.0120, -0.5786, 0.0764, -0.0186, -0.0801, 0.0718, 0.0822, 0.0771, 0.1251, 0.0711, 0.0744, 0.0837, 0.0021, -0.5641, 0.0166, 0.0082, -0.0524, 0.0735, 0.0641, 0.0750, 0.0978, 0.0754, 0.0731, 0.0824, -0.0077, -0.5240, -0.0024, 0.0361, -0.0944, 0.0843, 0.0909, 0.0595, 0.1154, 0.0722, 0.0818, 0.0738, -0.0886, -0.5919, -0.0142, -0.0084, -0.2101, 0.0568, 0.0631, 0.0319, 0.0573, 0.0491, 0.0461, 0.0631, -0.0178, -0.6097, 0.0156, 0.0292, -0.0650, 0.0705, 0.0794, 0.0708, 0.0642, 0.0586, 0.0684, 0.0736, -0.0057, -0.4989, -0.0330, 0.0001, -0.0677, 0.0826, 0.0846, 0.0883, 0.0794, 0.0798, 0.0766, 0.0626, 0.0052, -0.5963, -0.0324, 0.0405, -0.0256, 0.0803, 0.0798, 0.0755, 0.1320, 0.0718, 0.0619, 0.0813, -0.0443, -0.5249, 0.0130, -0.0014, -0.1127, 0.0735, 0.0788, 0.0666, 0.1203, 0.0474, 0.0782, 0.0808], "e_lumo_ev": [1.81, 1.75], "spin_multiplicity": 2, "s_squared": 0.75, "total_charge": -1, "mol_weight_g_mol": 584.76, "gap_ev": [1.223, 8.525]}


Run B
{"formula": "C24H56N8O8", "method": "ωB97M-V with the def2-TZVPD basis set", "species": ["C", "O", "N", "C", "C", "H", "H", "H", "H", "H", "H", "H", "C", "O", "N", "C", "C", "H", "H", "H", "H", "H", "H", "H", "C", "O", "N", "C", "C", "H", "H", "H", "H", "H", "H", "H", "C", "O", "N", "C", "C", "H", "H", "H", "H", "H", "H", "H", "C", "O", "N", "C", "C", "H", "H", "H", "H", "H", "H", "H", "C", "O", "N", "C", "C", "H", "H", "H", "H", "H", "H", "H", "C", "O", "N", "C", "C", "H", "H", "H", "H", "H", "H", "H", "C", "O", "N", "C", "C", "H", "H", "H", "H", "H", "H", "H"], "xyz": [[4.323, -13.679, 4.307], [5.307, -14.027, 3.666], [3.551, -12.681, 3.957], [2.175, -12.407, 4.651], [3.832, -11.838, 2.829], [3.885, -14.141, 5.205], [2.063, -12.797, 5.663], [1.468, -12.970, 4.041], [1.956, -11.346, 4.768], [3.153, -11.810, 1.976], [3.840, -10.800, 3.163], [4.775, -11.997, 2.306], [-8.033, -12.940, 0.447], [-8.947, -12.160, 0.744], [-6.840, -13.062, 1.097], [-6.496, -12.284, 2.237], [-5.849, -14.006, 0.598], [-8.070, -13.606, -0.430], [-7.410, -11.800, 2.581], [-5.702, -11.550, 2.104], [-6.031, -12.874, 3.026], [-6.059, -14.854, 1.250], [-5.858, -14.339, -0.439], [-4.879, -13.595, 0.879], [4.425, -16.236, 0.943], [5.309, -16.729, 0.267], [3.183, -16.767, 1.074], [2.853, -18.103, 0.598], [1.984, -16.013, 1.401], [4.425, -15.189, 1.285], [3.621, -18.690, 0.093], [2.041, -17.944, -0.111], [2.349, -18.663, 1.386], [2.314, -14.975, 1.446], [1.149, -16.132, 0.711], [1.574, -16.315, 2.364], [0.162, -18.330, 4.033], [1.401, -18.432, 3.753], [-0.878, -18.279, 3.083], [-2.293, -18.429, 3.512], [-0.631, -18.448, 1.625], [-0.193, -18.311, 5.075], [-2.703, -19.412, 3.279], [-2.982, -17.753, 3.007], [-2.586, -18.251, 4.547], [0.418, -18.599, 1.371], [-1.088, -19.364, 1.252], [-1.059, -17.617, 1.065], [-3.932, -15.502, 10.207], [-4.695, -15.058, 9.356], [-2.552, -15.354, 10.109], [-1.714, -15.698, 11.249], [-1.936, -14.490, 9.079], [-4.204, -16.243, 10.974], [-0.700, -15.469, 10.920], [-1.759, -16.713, 11.644], [-1.852, -15.053, 12.117], [-1.096, -14.980, 8.587], [-2.677, -14.367, 8.289], [-1.557, -13.573, 9.529], [-5.090, -8.945, 1.047], [-4.591, -9.260, 2.101], [-4.716, -9.510, -0.117], [-5.587, -9.377, -1.298], [-3.616, -10.503, -0.292], [-5.893, -8.199, 0.938], [-6.478, -8.783, -1.095], [-5.851, -10.333, -1.751], [-5.107, -8.825, -2.106], [-3.997, -11.524, -0.311], [-3.093, -10.207, -1.202], [-3.157, -10.520, 0.696], [-2.200, -14.044, 5.197], [-1.510, -14.898, 5.788], [-1.956, -13.741, 3.915], [-2.750, -12.782, 3.142], [-0.965, -14.484, 3.130], [-3.049, -13.493, 5.632], [-3.296, -13.036, 2.234], [-2.066, -12.019, 2.771], [-3.539, -12.363, 3.768], [-1.577, -15.208, 2.592], [-0.450, -13.879, 2.384], [-0.236, -15.038, 3.722], [-3.310, -11.288, 8.576], [-3.125, -11.141, 7.352], [-2.391, -10.899, 9.475], [-2.596, -11.031, 10.894], [-1.068, -10.532, 9.044], [-4.180, -11.823, 8.989], [-1.882, -11.792, 11.212], [-3.638, -11.264, 11.113], [-2.318, -10.076, 11.340], [-1.108, -10.200, 8.007], [-0.666, -9.709, 9.635], [-0.306, -11.298, 9.189]], "lowdin_charge": [-0.3865, -0.0098, -0.1582, 0.0006, -0.0915, 0.1330, 0.0727, 0.0664, 0.0750, 0.0733, 0.0800, 0.0859, -0.3349, -0.0322, -0.2032, -0.0649, -0.1407, 0.1234, 0.0936, 0.0656, 0.0797, 0.0630, 0.0614, 0.0335, -0.3319, -0.0018, -0.1674, -0.0595, -0.0861, 0.1195, 0.0893, 0.0749, 0.0571, 0.0750, 0.0699, 0.0629, -0.2541, -0.0608, -0.1572, -0.1119, -0.0786, 0.1280, 0.0693, 0.0509, 0.0773, 0.0411, 0.0784, 0.0514, -0.3133, -0.0068, -0.1822, -0.0845, -0.0342, 0.1304, 0.0810, 0.0810, 0.0749, 0.0861, 0.0768, 0.0685, -0.3724, -0.0024, -0.1787, -0.0811, -0.0832, 0.1321, 0.0769, 0.0784, 0.0718, 0.0528, 0.0785, 0.0654, -0.3245, -0.0545, -0.1700, -0.0806, -0.0908, 0.1277, 0.0447, 0.0709, 0.0819, 0.0618, 0.0544, 0.0681, -0.3166, -0.0252, -0.2179, -0.0590, -0.0592, 0.1381, 0.0790, 0.0925, 0.0856, 0.0895, 0.0826, 0.0851], "e_lumo_ev": [1.89, 1.85], "spin_multiplicity": 2, "s_squared": 0.75, "total_charge": -1, "mol_weight_g_mol": 584.76, "gap_ev": [1.657, 8.560]}


How do the energies compare? Relative to the most stable structure, in kcal/mol: run A 0.0; run B 70.3.


Run A
{"formula": "C2H2FIO", "method": "ωB97M-V with the def2-TZVPD basis set", "species": ["C", "C", "O", "F", "I", "H", "H"], "xyz": [[-2.687, -0.469, 1.003], [-0.263, 0.767, 0.578], [-2.470, -1.587, 1.195], [-0.486, 0.985, -0.713], [-4.096, 0.292, -0.257], [0.452, 0.007, 0.768], [-0.721, 1.575, 1.122]], "lowdin_charge": [-0.8090, -0.0405, -0.0303, -0.0644, 0.8198, 0.0623, 0.0622], "e_lumo_ev": [0.09, -1.14], "mol_weight_g_mol": 187.94, "gap_ev": [8.496, 7.414]}


Run B
{"formula": "C2H2FIO", "method": "ωB97M-V with the def2-TZVPD basis set", "species": ["C", "C", "O", "F", "I", "H", "H"], "xyz": [[1.030, -0.975, -0.416], [-0.529, 0.750, 0.243], [0.642, -2.016, -0.613], [-0.578, 0.311, 1.508], [-2.407, 0.551, -0.673], [1.970, -0.406, -0.481], [-0.129, 1.785, 0.433]], "lowdin_charge": [-0.0690, -0.7658, 0.1342, -0.1813, 0.7383, 0.0987, 0.0448], "e_lumo_ev": [-0.06, -0.06], "mol_weight_g_mol": 187.94, "gap_ev": [8.044, 8.043]}


How do the energies compare? Relative to the most stable structure, in kcal/mol: run A 0.0; run B 2.8.


Run A
{"formula": "C3H11NOP", "method": "ωB97M-V with the def2-TZVPD basis set", "species": ["C", "C", "C", "N", "O", "P", "H", "H", "H", "H", "H", "H", "H", "H", "H", "H", "H"], "xyz": [[-2.322, -0.396, 0.056], [0.903, 1.701, 0.575], [1.072, -0.482, -1.606], [-1.294, -1.046, 0.804], [1.762, -0.764, 1.223], [0.707, -0.109, 0.222], [-2.039, -0.018, -0.970], [-3.193, -1.075, -0.173], [-2.989, 0.320, 0.738], [0.390, 1.820, 1.540], [0.816, 2.151, -0.340], [1.931, 1.916, 0.724], [2.068, -0.473, -1.684], [0.432, 0.308, -2.034], [0.854, -1.578, -1.722], [-1.416, -0.844, 1.772], [2.318, -1.430, 0.873]], "lowdin_charge": [-0.2550, -0.1277, -0.1086, -0.0712, -0.1625, 0.9938, 0.0819, 0.0909, 0.1197, 0.0818, 0.0219, 0.0565, 0.0020, 0.0688, 0.0922, 0.0403, 0.0753], "e_lumo_ev": -4.87, "total_charge": 1, "mol_weight_g_mol": 108.10, "gap_ev": 8.728}


Run B
{"formula": "C3H11NOP", "method": "ωB97M-V with the def2-TZVPD basis set", "species": ["C", "N", "C", "C", "O", "P", "H", "H", "H", "H", "H", "H", "H", "H", "H", "H", "H"], "xyz": [[-1.106, -1.305, -1.177], [-0.989, -0.616, 0.061], [0.540, 0.388, 0.127], [0.005, 1.605, 0.665], [0.961, 0.250, -1.135], [1.774, -0.816, 0.959], [-1.641, -2.210, -1.045], [-1.871, -0.866, -1.909], [-0.113, -1.353, -1.600], [-0.879, -1.236, 0.843], [-1.797, -0.014, 0.120], [-0.416, 1.608, 1.704], [-0.794, 2.023, -0.016], [0.872, 2.395, 0.732], [0.640, 0.978, -1.715], [1.746, -0.280, 2.215], [2.946, -0.102, 0.804]], "lowdin_charge": [-0.0733, 0.0154, -0.6996, -0.0754, -0.0713, 0.9617, 0.0918, 0.1402, 0.0891, 0.1221, 0.1402, 0.1176, 0.1150, 0.1513, 0.1627, -0.1085, -0.0790], "e_lumo_ev": -3.16, "smiles": "C[NH2+][C@](C)(O)P", "total_charge": 1, "mol_weight_g_mol": 108.10, "gap_ev": 11.172}


How do the energies compare? Relative to the most stable structure, in kcal/mol: run A 12.3; run B 0.0.